(1)
{
  "formula": "C3H6N2OS",
  "method": "ωB97M-V/def2-TZVPD",
  "elements": ["S", "O", "N", "N", "C", "C", "C", "H", "H", "H", "H", "H", "H"],
  "coordinates": [[-0.331, 1.655, 0.029], [2.331, -0.196, -0.749], [0.041, -1.048, 0.268], [-1.287, -0.779, -0.047], [0.593, 0.170, 0.743], [-1.506, 0.320, -0.852], [2.032, 0.262, 0.323], [0.402, -1.512, -0.605], [-2.491, 0.798, -0.853], [2.763, 0.805, 0.954], [-1.210, 0.127, -1.896], [0.456, 0.051, 1.856], [-1.794, -0.654, 0.829]],
  "lowdin_charge": [0.798, 0.044, -0.081, -0.179, -0.596, -0.384, -0.285, 0.149, 0.078, 0.126, 0.087, 0.122, 0.121],
  "homo_lumo_gap_ev": 9.6499,
  "homo_energy_ev": -8.993,
  "fmax_ev_per_a": 3.62,
  "lumo_ha": 0.0241
}


(2)
{
  "formula": "C16H16ClFNO3Pd",
  "method": "ωB97M-V/def2-TZVPD",
  "elements": ["Pd", "Cl", "F", "O", "O", "O", "N", "C", "C", "C", "C", "C", "C", "C", "C", "C", "C", "C", "C", "C", "C", "C", "C", "H", "H", "H", "H", "H", "H", "H", "H", "H", "H", "H", "H", "H", "H", "H", "H"],
  "coordinates": [[1.135, 2.820, 2.637], [2.389, 3.679, 4.591], [3.988, -1.152, -2.172], [1.568, 1.484, 1.191], [-2.416, 1.234, 2.577], [-0.866, 2.800, 2.444], [-1.261, -0.828, -0.647], [1.766, -1.837, -2.457], [-2.411, -2.985, -0.383], [0.440, -1.781, -2.104], [-1.604, -0.013, 0.336], [1.022, -0.126, -0.400], [0.064, -0.917, -1.052], [0.627, 0.781, 0.659], [-1.381, 1.636, 2.107], [2.371, -0.206, -0.780], [0.575, 4.641, 1.859], [-1.970, -1.980, -2.689], [-2.300, -1.723, -1.228], [-0.727, 0.820, 1.008], [-0.590, -2.606, -2.828], [2.760, 2.243, 3.694], [2.712, -1.058, -1.789], [-1.458, -3.512, -0.325], [3.715, 2.233, 3.185], [-0.592, -3.622, -2.427], [-2.646, -0.014, 0.632], [-2.006, -1.035, -3.237], [0.056, 4.417, 0.937], [2.485, 1.344, 4.237], [-3.230, -1.158, -1.167], [-2.736, -2.630, -3.111], [2.095, -2.480, -3.264], [-3.150, -3.656, -0.818], [-2.726, -2.744, 0.632], [-0.061, 5.129, 2.589], [1.561, 5.085, 1.729], [-0.313, -2.689, -3.879], [3.115, 0.400, -0.287]],
  "lowdin_charge": [0.926, 0.700, 0.097, -0.125, 0.115, -0.163, 0.038, 0.077, -0.013, -0.117, 0.053, -0.045, -0.057, -0.256, -0.552, 0.081, -0.007, -0.126, -0.289, -0.019, -0.119, -0.563, -0.247, 0.089, 0.045, 0.127, 0.159, 0.133, 0.045, 0.043, 0.151, 0.130, 0.143, 0.098, 0.090, 0.048, 0.047, 0.129, 0.135],
  "homo_lumo_gap_ev": 7.0861,
  "homo_energy_ev": -11.938,
  "fmax_ev_per_a": 0.77,
  "total_charge": 1,
  "lumo_ha": -0.1783
}


(3)
{
  "formula": "C21H43NO37S9",
  "method": "ωB97M-V/def2-TZVPD",
  "elements": ["S", "S", "S", "S", "S", "S", "S", "S", "S", "O", "O", "O", "O", "O", "O", "O", "O", "O", "O", "O", "O", "O", "O", "O", "O", "O", "O", "O", "O", "O", "O", "O", "O", "O", "O", "O", "O", "O", "O", "O", "O", "O", "O", "O", "O", "O", "N", "C", "C", "C", "C", "C", "C", "C", "C", "C", "C", "C", "C", "C", "C", "C", "C", "C", "C", "C", "C", "C", "H", "H", "H", "H", "H", "H", "H", "H", "H", "H", "H", "H", "H", "H", "H", "H", "H", "H", "H", "H", "H", "H", "H", "H", "H", "H", "H", "H", "H", "H", "H", "H", "H", "H", "H", "H", "H", "H", "H", "H", "H", "H", "H"],
  "coordinates": [[3.480, 5.362, -1.748], [-4.773, -5.534, 1.798], [0.096, 1.734, -4.198], [-0.939, -1.583, 3.666], [3.593, -4.546, 1.689], [-2.680, 2.541, 1.323], [5.048, 3.678, 2.054], [-5.017, -1.000, 0.018], [-2.571, -2.811, -3.494], [-3.660, 2.854, 0.325], [-5.057, -4.838, 3.008], [-2.873, -1.286, -3.891], [-0.702, 1.602, -3.022], [-3.604, -1.302, -0.019], [-3.658, -3.318, -2.732], [-0.809, -2.870, 3.022], [2.040, 5.830, -1.159], [-5.740, -2.051, 1.008], [-5.713, -6.487, 1.296], [-0.363, 2.502, -5.306], [-2.610, -3.348, -5.047], [2.273, 0.066, 0.252], [-3.204, 2.743, 2.855], [4.385, 6.460, -1.687], [-3.275, -6.160, 1.930], [-5.686, -0.961, -1.236], [5.618, 2.909, 0.717], [5.116, 2.319, 2.941], [3.693, -5.972, 1.566], [3.697, 4.082, 1.830], [-2.233, -1.035, 3.915], [-1.664, 3.803, 1.382], [-5.373, 0.198, 1.051], [3.912, 4.123, -1.172], [5.010, -3.808, 1.289], [-0.084, -1.755, 5.029], [3.154, -3.982, 2.931], [0.683, 0.301, -4.662], [-1.214, -3.054, -3.068], [2.978, 5.238, -3.288], [5.978, 4.649, 2.556], [0.075, -0.449, 3.093], [1.599, 2.246, -3.789], [-4.355, -4.500, 0.622], [-1.988, 1.295, 1.219], [2.733, -3.987, 0.408], [0.115, -0.168, -0.275], [4.960, -3.349, -0.056], [-2.016, 4.732, 2.395], [1.414, -0.780, 3.420], [3.497, -3.024, -0.314], [-2.508, -2.312, -5.989], [2.445, 1.185, -3.419], [-5.862, -1.632, 2.362], [1.287, -1.444, 4.814], [4.738, 1.249, 2.067], [1.071, 2.095, 0.004], [1.610, 5.603, -3.423], [5.394, 1.500, 0.737], [-2.279, -5.319, 1.361], [1.176, 0.590, -0.010], [-5.194, -0.252, 2.382], [0.085, -1.619, -0.372], [-2.354, -1.007, -5.187], [1.737, -0.157, -3.798], [-3.029, -4.114, 0.761], [1.278, 6.451, -2.202], [-3.244, 4.133, 3.113], [-1.574, -5.011, 2.130], [-2.177, 5.704, 1.934], [3.284, -2.030, 0.079], [1.967, -1.333, 2.665], [1.866, -2.365, 4.854], [3.397, 1.222, -3.943], [-1.819, -5.919, 0.573], [-0.772, 0.262, -0.056], [-0.928, -2.013, -0.378], [1.580, 6.216, -4.322], [-1.586, -2.380, -6.572], [0.213, 6.401, -1.994], [-1.326, -0.687, -5.045], [1.241, -0.709, -3.001], [-4.204, 4.565, 2.823], [1.907, 0.172, 3.618], [1.074, 2.388, 1.061], [1.639, 7.476, -2.290], [-4.126, -0.160, 2.592], [3.647, 1.290, 2.065], [-6.911, -1.590, 2.645], [1.936, 2.647, -0.362], [5.050, 0.329, 2.559], [0.560, -1.857, -1.322], [-3.160, 4.374, 4.171], [0.575, -2.105, 0.474], [-2.925, -3.262, 1.438], [1.617, -0.723, 5.559], [2.380, -0.830, -4.357], [4.800, 1.156, -0.110], [-1.229, 4.850, 3.140], [-3.349, -2.279, -6.679], [-2.644, -3.861, -0.225], [0.153, 2.471, -0.445], [2.603, 1.230, -2.340], [-3.030, -0.263, -5.602], [0.985, 4.713, -3.475], [3.157, -3.011, -1.348], [-5.285, -2.375, 2.911], [6.401, 1.090, 0.623], [-5.677, 0.366, 3.140], [5.491, -2.398, -0.165], [5.565, -4.019, -0.670]],
  "lowdin_charge": [0.646, 0.660, 0.634, 0.671, 0.677, 0.657, 0.661, 0.664, 0.657, -0.203, -0.231, -0.183, -0.210, -0.247, -0.200, -0.230, -0.194, -0.209, -0.216, -0.207, -0.182, -0.016, -0.174, -0.216, -0.191, -0.194, -0.212, -0.195, -0.223, -0.235, -0.210, -0.199, -0.201, -0.236, -0.188, -0.187, -0.237, -0.230, -0.245, -0.189, -0.218, -0.197, -0.205, -0.184, -0.224, -0.196, 0.051, -0.179, -0.154, -0.164, -0.178, -0.177, -0.150, -0.131, -0.148, -0.186, 0.024, -0.164, -0.161, -0.143, -0.536, -0.171, -0.028, -0.152, -0.110, -0.213, -0.153, -0.179, 0.110, 0.133, 0.095, 0.113, 0.123, 0.134, 0.133, 0.098, 0.075, 0.140, 0.131, 0.136, 0.098, 0.105, 0.131, 0.126, 0.095, 0.133, 0.095, 0.101, 0.136, 0.068, 0.138, 0.064, 0.133, 0.077, 0.104, 0.128, 0.132, 0.119, 0.130, 0.130, 0.114, 0.073, 0.109, 0.142, 0.112, 0.136, 0.116, 0.132, 0.138, 0.126, 0.132],
  "homo_lumo_gap_ev": 9.8955,
  "homo_energy_ev": -9.983,
  "fmax_ev_per_a": 2.24,
  "lumo_ha": -0.0032
}


(4)
{
  "formula": "C9H16OS",
  "method": "ωB97M-V/def2-TZVPD",
  "elements": ["S", "O", "C", "C", "C", "C", "C", "C", "C", "C", "C", "H", "H", "H", "H", "H", "H", "H", "H", "H", "H", "H", "H", "H", "H", "H", "H"],
  "coordinates": [[-1.913, -1.572, -0.260], [0.655, -2.059, -0.151], [-2.495, 1.135, 1.371], [2.335, 0.131, 1.456], [1.740, 0.232, 0.024], [-2.105, 1.528, -1.072], [0.558, -0.618, -0.021], [-0.797, -0.257, -0.014], [-0.524, -2.696, -0.639], [2.728, -0.357, -1.030], [-1.325, 1.181, 0.207], [2.908, -0.712, 1.487], [-2.748, 2.353, -0.946], [2.056, -0.791, -1.865], [-2.079, 0.419, 2.118], [-2.657, 0.614, -1.325], [-0.266, -2.787, -1.629], [3.158, -1.256, -0.589], [-3.491, 0.749, 0.885], [-0.577, 1.915, 0.383], [1.415, 1.245, -0.297], [1.658, 0.045, 2.353], [-0.581, -3.672, -0.214], [3.516, 0.354, -1.364], [2.962, 0.986, 1.537], [-1.467, 1.683, -2.012], [-2.664, 2.205, 1.609]],
  "lowdin_charge": [0.968, -0.147, -0.067, -0.037, -0.347, -0.122, -0.257, -0.470, -0.400, -0.049, -0.372, 0.035, 0.052, 0.110, 0.073, 0.035, 0.061, 0.069, 0.097, 0.105, 0.143, 0.109, 0.082, 0.087, 0.066, 0.105, 0.070],
  "homo_lumo_gap_ev": 8.1064,
  "homo_energy_ev": -7.268,
  "fmax_ev_per_a": 6.58,
  "lumo_ha": 0.0308
}


(5)
{
  "formula": "C36H72O27",
  "method": "ωB97M-V/def2-TZVPD",
  "elements": ["O", "O", "O", "O", "O", "O", "O", "O", "O", "O", "O", "O", "O", "O", "O", "O", "O", "O", "O", "O", "O", "O", "O", "O", "O", "O", "O", "C", "C", "C", "C", "C", "C", "C", "C", "C", "C", "C", "C", "C", "C", "C", "C", "C", "C", "C", "C", "C", "C", "C", "C", "C", "C", "C", "C", "C", "C", "C", "C", "C", "C", "C", "C", "H", "H", "H", "H", "H", "H", "H", "H", "H", "H", "H", "H", "H", "H", "H", "H", "H", "H", "H", "H", "H", "H", "H", "H", "H", "H", "H", "H", "H", "H", "H", "H", "H", "H", "H", "H", "H", "H", "H", "H", "H", "H", "H", "H", "H", "H", "H", "H", "H", "H", "H", "H", "H", "H", "H", "H", "H", "H", "H", "H", "H", "H", "H", "H", "H", "H", "H", "H", "H", "H", "H", "H"],
  "coordinates": [[-6.328, -8.611, -10.106], [0.410, -0.550, -0.234], [2.839, -8.578, -2.833], [2.679, -0.021, 7.771], [-0.346, 8.829, 2.935], [2.346, 4.438, -6.752], [4.314, 0.860, 6.461], [-5.504, -0.584, 13.347], [1.809, -7.111, -4.378], [4.219, 10.302, 11.118], [3.536, -8.569, -4.830], [1.161, -4.506, -12.537], [2.901, -5.607, -11.719], [-0.386, 8.295, 0.685], [-5.709, 0.574, 11.425], [3.761, 2.781, -6.618], [2.765, 8.991, 12.284], [0.195, 1.651, -0.677], [-0.315, 0.760, 1.433], [2.019, 2.716, -8.179], [1.512, -6.540, -13.204], [3.584, 2.195, 8.072], [2.778, 8.708, 10.168], [-2.006, 7.805, 1.870], [-4.921, -7.205, -9.098], [-4.093, -9.147, -10.309], [-6.797, 1.162, 13.125], [-8.455, 1.369, 14.740], [1.503, -3.301, -11.747], [-2.888, 7.668, 2.937], [3.208, 9.517, 13.507], [2.690, 3.260, -7.306], [0.988, 8.841, -1.094], [3.456, 0.922, 7.448], [2.799, 2.499, 9.219], [-6.944, 1.364, 14.546], [-0.898, 8.482, 1.905], [3.588, -8.393, -6.231], [0.079, 0.707, 0.085], [-0.019, 4.772, -6.680], [-5.985, 0.346, 12.689], [4.045, 1.492, -6.673], [3.170, 8.811, 8.821], [-0.836, 2.001, 1.949], [1.251, 2.853, 8.900], [2.296, -8.917, -13.211], [4.709, -0.377, 5.861], [2.546, 10.869, 13.854], [2.458, -7.436, -13.773], [0.952, 8.550, 0.373], [1.892, -5.604, -12.376], [2.651, -7.955, -4.042], [3.328, 9.416, 11.178], [0.900, -9.897, -2.116], [-6.857, -11.031, -10.168], [1.804, -8.619, -1.839], [-6.748, -9.710, -10.926], [0.027, -0.796, -2.716], [0.978, -0.937, -1.469], [1.287, 5.247, -7.231], [-4.795, -0.276, 10.710], [-4.986, -8.441, -9.835], [-3.633, -6.731, -8.774], [-7.205, -11.802, -10.856], [-8.927, 1.876, 13.897], [-0.059, 2.613, 2.408], [4.795, 1.284, -5.911], [2.555, -3.075, -11.921], [1.211, 5.470, -8.295], [-3.583, 8.499, 2.812], [1.500, 9.319, 0.918], [-0.197, 3.757, -7.035], [1.228, -9.130, -13.249], [1.279, -7.671, -1.953], [0.594, 7.965, -1.609], [4.156, -1.253, 6.200], [4.763, -0.349, 4.773], [2.731, 1.634, 9.879], [-2.845, -7.201, -9.362], [1.525, -3.545, -10.685], [0.837, -2.463, -11.951], [-1.599, 1.752, 2.686], [-8.762, 1.593, 15.762], [3.222, 0.871, -6.319], [1.655, 6.148, -6.741], [-6.252, 0.773, 15.145], [-6.220, -9.610, -11.874], [1.371, 7.560, 0.554], [-4.876, -1.357, 10.825], [4.289, 9.593, 13.622], [3.038, 8.855, 14.356], [-0.987, -1.157, -2.540], [2.747, 11.596, 13.068], [2.858, 11.363, 14.775], [-3.529, -5.714, -9.150], [-3.762, -0.168, 11.043], [2.251, -7.495, -14.842], [2.849, 9.788, 8.461], [4.039, -7.474, -6.605], [3.209, 3.352, 9.759], [1.119, -2.013, -1.365], [0.506, -10.049, -3.121], [-6.589, 2.371, 14.764], [-7.461, -11.000, -9.262], [0.805, 2.239, 8.117], [-4.835, -0.100, 9.635], [-1.312, 2.576, 1.155], [0.381, 9.716, -1.328], [0.198, -10.017, -1.291], [0.184, 4.533, -5.636], [1.050, 3.906, 8.701], [1.472, 10.685, 13.827], [0.438, -1.331, -3.571], [2.138, -8.613, -0.802], [-7.746, -9.358, -11.187], [3.433, -7.002, -13.550], [4.250, 8.688, 8.736], [2.708, -9.710, -13.836], [4.341, -9.036, -6.685], [-3.444, 6.733, 2.865], [2.026, 9.011, -1.378], [0.687, 2.591, 9.795], [1.912, -0.394, -1.617], [-3.349, -6.836, -7.727], [-8.906, 0.377, 14.716], [2.684, 7.999, 8.280], [-2.346, 7.685, 3.882], [5.747, -0.354, 6.196], [2.535, -9.065, -12.158], [-0.900, 5.392, -6.844], [2.612, -8.535, -6.695], [1.489, -10.790, -1.904], [4.358, 1.112, -7.646], [-5.880, -11.463, -9.948], [-0.188, 0.258, -2.894]],
  "lowdin_charge": [-0.015, 0.013, -0.009, 0.063, 0.115, 0.015, -0.003, 0.082, 0.100, 0.079, -0.003, -0.001, 0.114, 0.026, 0.029, 0.008, 0.052, 0.110, -0.033, 0.116, 0.034, -0.011, -0.017, 0.000, -0.036, 0.102, 0.076, -0.059, -0.002, -0.042, -0.231, -0.508, -0.070, -0.482, -0.191, -0.161, -0.588, -0.053, -0.514, -0.066, -0.687, -0.133, -0.044, -0.048, -0.052, -0.048, -0.017, -0.057, -0.168, -0.247, -0.637, -0.524, -0.538, -0.049, -0.059, -0.177, -0.215, -0.058, -0.190, -0.237, -0.040, -0.433, -0.088, 0.075, 0.086, 0.092, 0.102, 0.089, 0.129, 0.101, 0.131, 0.075, 0.065, 0.108, 0.082, 0.096, 0.094, 0.108, 0.084, 0.089, 0.093, 0.089, 0.079, 0.101, 0.125, 0.128, 0.127, 0.133, 0.090, 0.121, 0.119, 0.073, 0.070, 0.078, 0.091, 0.092, 0.119, 0.100, 0.092, 0.114, 0.118, 0.076, 0.120, 0.083, 0.064, 0.091, 0.088, 0.084, 0.067, 0.084, 0.057, 0.075, 0.073, 0.116, 0.118, 0.117, 0.098, 0.067, 0.091, 0.096, 0.081, 0.062, 0.124, 0.094, 0.074, 0.095, 0.097, 0.098, 0.069, 0.085, 0.101, 0.064, 0.105, 0.072, 0.062],
  "homo_lumo_gap_ev": 10.6988,
  "homo_energy_ev": -10.310,
  "fmax_ev_per_a": 6.86,
  "lumo_ha": 0.0143
}


(6)
{
  "formula": "C7H9Cl2FS",
  "method": "ωB97M-V/def2-TZVPD",
  "elements": ["Cl", "Cl", "S", "F", "C", "C", "C", "C", "C", "C", "C", "H", "H", "H", "H", "H", "H", "H", "H", "H"],
  "coordinates": [[-1.203, 3.000, -0.463], [-3.149, -1.020, -0.332], [3.346, 0.481, -0.653], [-0.409, -0.487, 1.244], [1.422, 0.366, 1.290], [2.026, -0.149, -0.013], [-0.578, 0.314, 0.111], [1.295, -1.103, -0.763], [-1.524, 1.440, 0.224], [0.097, -1.613, -0.646], [-1.844, 0.138, -0.666], [-2.106, 1.533, 1.107], [-1.834, 0.311, -1.740], [0.256, 0.506, -0.565], [-0.686, -1.418, 0.118], [1.643, -1.354, -1.806], [1.057, -0.553, 1.862], [2.199, 0.828, 1.974], [0.483, 1.021, 1.193], [-0.488, -2.241, -1.476]],
  "lowdin_charge": [0.676, 0.656, 0.800, -0.129, -0.121, -0.842, -0.544, -0.272, -0.599, -0.015, -0.564, 0.099, 0.111, 0.115, 0.032, 0.123, 0.128, 0.102, 0.104, 0.140],
  "homo_lumo_gap_ev": 7.8404,
  "homo_energy_ev": -8.685,
  "fmax_ev_per_a": 6.21,
  "lumo_ha": -0.0310
}